A structure of composition C7H20N6O8Sr at a distorted geometry. Source: OMol25; level of theory: ωB97M-V/def2-TZVPD.

XYZ file:
```
42
Properties=species:S:1:pos:R:3
H 1.756 -24.050 1.404
C -0.204 -23.470 1.282
H 3.236 -24.094 -3.233
N 1.528 -19.424 2.796
O 0.958 -23.447 -2.651
O 2.019 -20.444 0.834
O 3.380 -19.401 -1.421
H 2.797 -18.642 -1.551
C -0.105 -20.022 -2.915
C 4.407 -22.917 -0.762
H 1.757 -19.245 3.753
H -2.223 -20.058 -3.498
H 2.862 -25.263 -4.407
H -2.146 -23.072 1.692
O 4.078 -22.731 -1.972
H 0.594 -25.009 2.337
O 3.506 -22.920 0.127
H -1.171 -19.043 -4.494
C -1.240 -19.994 -3.963
H 6.060 -22.562 0.727
N 0.335 -24.574 -4.502
N 3.296 -20.873 2.666
O 0.062 -22.678 0.378
N 2.518 -24.654 -3.686
C 5.835 -22.792 -0.314
O 1.061 -20.060 -3.367
H -1.626 -24.589 2.306
N -1.403 -23.732 1.845
H 6.361 -23.735 -0.486
H 0.584 -19.236 2.498
H 6.210 -21.951 -0.900
H 4.016 -19.116 -0.757
Sr 1.876 -21.506 -1.441
H 3.819 -21.489 2.056
N 0.837 -24.204 1.791
O -0.463 -20.174 -1.715
H 3.461 -20.840 3.649
H -1.153 -20.824 -4.664
C 1.237 -24.249 -3.558
H 0.615 -25.203 -5.231
C 2.234 -20.282 2.026
H -0.612 -24.293 -4.329
```

Orbital gap: 8.59 eV
Molar mass: 403.89 g/mol
Total energy: -33748.4029 eV

Computed natural (NBO) charges, given in elementary charges: atom 1 (H): 0.44, atom 2 (C): 0.78, atom 3 (H): 0.45, atom 4 (N): -0.84, atom 5 (O): -0.76, atom 6 (O): -0.71, atom 7 (O): -0.96, atom 8 (H): 0.50, atom 9 (C): 0.76, atom 10 (C): 0.77, atom 11 (H): 0.39, atom 12 (H): 0.21, atom 13 (H): 0.38, atom 14 (H): 0.41, atom 15 (O): -0.84, atom 16 (H): 0.37, atom 17 (O): -0.82, atom 18 (H): 0.21, atom 19 (C): -0.73, atom 20 (H): 0.21, atom 21 (N): -0.82, atom 22 (N): -0.86, atom 23 (O): -0.68, atom 24 (N): -0.84, atom 25 (C): -0.73, atom 26 (O): -0.83, atom 27 (H): 0.39, atom 28 (N): -0.85, atom 29 (H): 0.23, atom 30 (H): 0.41, atom 31 (H): 0.23, atom 32 (H): 0.48, atom 33 (Sr): 1.84, atom 34 (H): 0.43, atom 35 (N): -0.85, atom 36 (O): -0.79, atom 37 (H): 0.39, atom 38 (H): 0.21, atom 39 (C): 0.79, atom 40 (H): 0.39, atom 41 (C): 0.80, atom 42 (H): 0.42